Entry 1:
The molecule C20H22N2O3 at a distorted geometry. Source: OMol25; level of theory: ωB97M-V/def2-TZVPD.

Geometry as XYZ:
```
47
Properties=species:S:1:pos:R:3:mulliken_charge:R:1
C -5.0346 -0.1175 1.8336 -1.517
C -4.3071 -0.5372 0.5939 0.933
N -3.6484 0.4097 -0.0575 -0.437
C -2.9726 0.1028 -1.1586 0.849
C -2.9439 -1.1903 -1.6700 -0.596
C -3.6288 -2.1872 -0.9936 -0.459
C -4.3208 -1.8602 0.1584 -0.608
H -4.8646 -2.6090 0.7139 0.428
H -3.6190 -3.2033 -1.3602 0.421
H -2.3934 -1.4121 -2.5713 0.378
C -2.2213 1.2296 -1.8328 -1.375
N -0.9259 1.5826 -1.2820 0.290
C 0.0467 0.5294 -1.1983 -1.614
H -0.0583 -0.1201 -2.0697 0.288
C -0.0511 -0.3172 0.1038 2.045
C 0.9910 -1.4032 0.0129 -0.787
O 0.7054 -2.5361 -0.2987 -0.620
C 2.4138 -0.9817 0.2263 0.220
C 2.9269 -0.8214 1.5045 -0.111
C 4.2541 -0.4546 1.7179 -1.233
C 5.0343 -0.2527 0.6063 1.157
C 4.5247 -0.4232 -0.6829 0.736
C 3.2218 -0.7947 -0.9010 -0.927
H 2.8390 -0.9409 -1.8970 0.546
O 5.5096 -0.1669 -1.5976 -0.495
C 6.6606 0.1572 -0.8475 -0.263
O 6.3506 0.1144 0.5291 -0.484
H 7.4609 -0.5676 -1.0681 0.247
H 7.0037 1.1689 -1.1168 0.249
H 4.6544 -0.3352 2.7104 0.422
H 2.2926 -1.0024 2.3578 0.500
C 0.0736 0.6254 1.3007 -1.196
C -1.0136 1.6940 1.2120 -0.268
H -0.9102 2.4021 2.0356 0.471
C -0.8987 2.4430 -0.1186 -1.050
H -1.7025 3.1748 -0.2090 0.439
H 0.0588 2.9790 -0.1442 0.387
H -1.9990 1.2312 1.2756 0.038
H -0.0314 0.0634 2.2311 0.315
H 1.0571 1.1021 1.2950 0.387
H -1.0290 -0.8068 0.1280 -0.153
H 1.0406 0.9923 -1.2248 0.482
H -2.8408 2.1283 -1.7973 0.439
H -2.0583 0.9598 -2.8825 0.412
H -4.9482 0.9575 1.9624 0.348
H -4.6123 -0.6169 2.7046 0.283
H -6.0864 -0.3892 1.7664 0.478
```

The value obtained for the max |F| is 1.27 eV/Å. For the highest occupied orbital energy, the calculation gives -8.08 eV. The energy relative to the best compared isomer or geometry (same formula, charge and spin) is 251.83 kJ/mol. The value obtained for the molar mass is 338.407 u.

---

Entry 2:
The molecule C20H22N2O5S at a distorted geometry. Source: OMol25; level of theory: ωB97M-V/def2-TZVPD.

Geometry as XYZ:
```
50
Properties=species:S:1:pos:R:3:mulliken_charge:R:1
C -0.4406 -4.7094 0.2596 -1.255
C 0.1941 -3.3728 0.3957 0.433
C 0.7291 -2.7280 1.4711 -1.045
C 1.1915 -1.4751 0.9983 0.040
C 0.9060 -1.4471 -0.3339 -0.040
O 0.2987 -2.5961 -0.7044 -0.426
C 1.1228 -0.3903 -1.3695 0.495
N 0.0190 0.5530 -1.4478 0.223
C 0.4165 1.8128 -1.2032 0.957
O -0.2410 2.8395 -1.2046 -0.780
C 1.8822 1.7600 -0.9413 1.144
C 2.3061 0.4845 -1.0325 -1.337
C 3.6523 -0.1031 -0.9718 0.500
O 3.9435 -1.0774 -1.6446 -0.630
C 4.6157 0.5149 -0.0678 0.200
C 5.9764 0.3243 -0.0929 -0.667
C 6.6434 0.9934 0.9440 -0.454
C 5.7848 1.6652 1.7627 -0.488
S 4.1545 1.5132 1.2705 0.031
H 6.0205 2.2454 2.6333 0.443
H 7.7091 0.9747 1.0846 0.422
H 6.4561 -0.2725 -0.8473 0.488
O 2.5307 2.9034 -0.7235 -0.622
H 1.8675 3.6171 -0.7798 0.304
C -1.3325 0.1464 -1.7325 -1.587
H -1.8562 1.0096 -2.1493 0.741
H -1.2936 -0.6419 -2.4870 0.199
C -2.1086 -0.3427 -0.4900 -0.371
N -3.2684 0.4908 -0.2443 0.007
C -4.2802 -0.1731 0.5589 -0.487
H -4.5643 -1.1098 0.0738 0.380
C -5.5057 0.7369 0.6580 -0.719
O -5.1825 1.9767 1.2372 -0.378
C -4.1763 2.6203 0.4876 -0.848
H -3.9587 3.5555 1.0051 0.369
C -2.9207 1.7585 0.3803 -0.095
H -2.1788 2.2779 -0.2263 0.121
H -2.5031 1.5975 1.3909 0.258
H -4.5494 2.8388 -0.5239 0.374
H -6.2688 0.2876 1.2961 0.361
H -5.9151 0.8913 -0.3519 0.354
H -3.9118 -0.3961 1.5764 0.344
H -1.4307 -0.3625 0.3807 0.459
H -2.4586 -1.3626 -0.6616 0.299
H 1.2624 -0.8873 -2.3393 0.221
H 1.6727 -0.7049 1.5664 0.631
H 0.7916 -3.0961 2.4744 0.493
H -0.4584 -5.2060 1.2246 0.368
H 0.1168 -5.3222 -0.4476 0.281
H -1.4600 -4.6121 -0.1120 0.290
```

The value obtained for the max |F| is 1.00 eV/Å. For the highest occupied orbital energy, the calculation gives -8.52 eV. The energy relative to the best compared isomer or geometry (same formula, charge and spin) is 203.33 kJ/mol. The value obtained for the molar mass is 402.472 u.

---

Entry 3:
The molecule C20H22N2O9S at a distorted geometry. Source: OMol25; level of theory: ωB97M-V/def2-TZVPD.

Geometry as XYZ:
```
54
Properties=species:S:1:pos:R:3:mulliken_charge:R:1
C 0.6550 1.6121 7.3729 -1.222
C 0.9158 0.2289 6.8074 -0.237
H 0.1172 -0.4712 7.0770 0.316
H 1.8634 -0.1821 7.1729 0.322
O 0.9768 0.3310 5.3833 -0.262
C 1.2438 -0.8104 4.7306 0.206
O 1.4222 -1.8652 5.2964 -0.647
C 1.3090 -0.6890 3.2786 0.716
C 1.1512 0.3639 2.4097 -0.457
C 1.3287 -0.0511 1.0586 0.361
C 1.6166 -1.4096 0.9709 -0.017
N 1.8175 -2.0615 -0.2112 -0.032
C 1.9283 -3.4078 -0.3150 0.731
O 1.9737 -4.1445 0.6426 -0.647
C 1.9863 -3.9021 -1.7616 -0.648
H 1.2421 -4.6979 -1.8783 0.363
H 2.9816 -4.2989 -1.9721 0.363
O 1.7531 -2.8588 -2.6978 -0.412
C 0.4713 -2.5598 -2.9705 0.736
O -0.4683 -3.1968 -2.5815 -0.611
C 0.3785 -1.3182 -3.8334 -0.402
N -0.9757 -1.0843 -4.2543 -0.125
C -1.6698 0.0132 -3.8604 0.126
O -1.1647 0.9584 -3.2822 -0.718
C -3.0881 -0.0087 -4.2423 0.546
C -4.0623 0.9370 -4.0460 -0.364
C -5.2445 0.4061 -4.6033 -0.481
C -4.9071 -0.8191 -5.0963 -0.434
O -3.6117 -1.0806 -4.8857 -0.348
H -5.4831 -1.5703 -5.6004 0.468
H -6.2092 0.8686 -4.6334 0.445
H -3.9308 1.8833 -3.5643 0.548
H -1.4973 -1.8792 -4.5935 0.364
H 0.6974 -0.4535 -3.2354 0.141
H 1.0550 -1.4166 -4.6887 0.217
H 1.8103 -1.4304 -1.0245 0.402
S 1.6610 -2.2074 2.4804 -0.278
C 1.2138 0.7461 -0.1641 1.118
O 1.4877 0.2990 -1.2727 -0.846
O 0.7819 1.9813 0.0147 -0.220
C 0.6053 2.7757 -1.1668 0.301
C -0.0298 4.0903 -0.7572 -1.474
H 0.6037 4.6153 -0.0465 0.363
H -0.9968 3.9099 -0.2962 0.326
H -0.1693 4.7111 -1.6368 0.436
H 1.5862 2.9337 -1.6288 0.270
H -0.0252 2.2278 -1.8743 0.044
C 0.8416 1.7666 2.7986 -1.118
H 0.8243 1.8702 3.8770 0.218
H 1.5853 2.4395 2.3768 0.290
H -0.1254 2.0547 2.3905 0.258
H 1.4558 2.2904 7.0901 0.295
H -0.2840 2.0028 6.9900 0.294
H 0.6018 1.5582 8.4562 0.417
```

The value obtained for the max |F| is 1.32 eV/Å. For the highest occupied orbital energy, the calculation gives -8.42 eV. The energy relative to the best compared isomer or geometry (same formula, charge and spin) is 0.00 kJ/mol. The value obtained for the molar mass is 466.468 u.

---

Entry 4:
A structure of composition C20H22N2PPdSbSe4 at a distorted geometry. Source: OMol25; level of theory: ωB97M-V/def2-TZVPD.

Geometry as XYZ:
```
51
Properties=species:S:1:pos:R:3:mulliken_charge:R:1
Pd 1.3227 1.1071 1.1949 -0.083
C -0.2599 -1.7758 0.5704 -1.710
N -0.3555 -0.3130 0.6039 0.956
C -1.4585 0.1996 0.1919 0.043
C -1.6921 1.6056 0.1276 -0.215
C -2.8187 2.3314 -0.2979 -1.043
C -2.4532 3.6762 -0.2003 -0.422
C -1.1333 3.6878 0.2860 -0.969
N -0.6821 2.4450 0.4735 0.114
C -0.8922 -2.4368 1.7759 0.657
C -0.1450 -2.7171 2.9161 0.027
C -0.7464 -3.2987 4.0210 -0.801
C -2.0990 -3.6093 4.0053 -0.364
C -2.8513 -3.3409 2.8718 -0.648
C -2.2465 -2.7611 1.7661 -0.225
H 0.7958 -2.0456 0.5179 0.306
H -0.7621 -2.1458 -0.3336 0.503
H -2.2570 -0.4601 -0.1636 0.235
H -3.7637 1.9267 -0.6344 0.480
H -3.0693 4.5351 -0.4285 0.415
H -0.4986 4.5359 0.5066 0.468
H 0.9087 -2.4710 2.9245 0.159
H -0.1524 -3.4949 4.9052 0.399
H -2.5653 -4.0548 4.8770 0.343
H -3.9081 -3.5830 2.8473 0.357
H -2.8354 -2.5528 0.8789 0.287
Se 3.4051 -2.1297 1.5256 -0.746
Sb 3.2100 0.0114 2.6737 0.888
Se 0.9815 0.5944 3.5925 -0.579
Se 3.1872 2.6722 1.6900 -0.602
Se 5.0207 0.3926 4.2397 -0.726
C 2.4548 2.6734 -1.7396 -1.368
P 1.9566 1.0727 -1.0322 1.520
C 3.3714 0.0121 -1.4349 -1.455
C 0.6771 0.5785 -2.2357 0.501
C -0.3655 1.4508 -2.5488 -0.388
C -1.3671 1.0600 -3.4244 -0.678
C -1.3547 -0.2067 -3.9878 -0.483
C -0.3269 -1.0867 -3.6743 -0.589
C 0.6805 -0.6953 -2.8069 -0.324
H 2.6708 2.5863 -2.8069 0.429
H 3.3243 3.0132 -1.1771 0.419
H 1.6559 3.3958 -1.5675 0.366
H 3.6310 0.0782 -2.4944 0.423
H 3.1870 -1.0172 -1.1290 0.324
H 4.2023 0.3669 -0.8208 0.350
H -0.4169 2.4307 -2.0893 0.027
H -2.1762 1.7486 -3.6350 0.390
H -2.1484 -0.5111 -4.6604 0.364
H -0.3100 -2.0840 -4.0984 0.379
H 1.4677 -1.3968 -2.5617 0.291
```

The value obtained for the max |F| is 1.31 eV/Å. For the highest occupied orbital energy, the calculation gives -1.15 eV. Its total charge is -2. The energy relative to the best compared isomer or geometry (same formula, charge and spin) is 61.19 kJ/mol. The value obtained for the molar mass is 865.404 u.